Record 1
Below is a molecular structure, C26H28Cl2N6O3SV, with properties calculated with wB97M-V/def2-TZVPD.

The geometry in XYZ format:
```
67
Properties=species:S:1:pos:R:3:lowdin_charge:R:1
H -0.350 -1.717 0.984 0.073
H 1.279 1.706 0.740 0.077
C 0.549 -0.682 -5.722 -0.036
H -2.773 2.208 -3.017 0.112
H 5.215 -0.268 1.099 0.092
C -2.911 -0.853 2.067 -0.382
H 2.761 1.699 -0.857 0.093
N -1.009 0.801 -1.342 -0.171
C -1.415 0.053 5.396 -0.041
C -2.439 3.258 0.653 -0.095
C -1.839 1.861 -1.115 -0.383
N 3.253 0.267 0.583 -0.170
Cl -4.778 -2.614 1.260 0.706
H 0.547 -2.900 1.925 0.108
N -1.205 0.643 2.653 -0.050
H 3.035 -3.084 1.206 0.091
C -0.471 -0.575 -4.790 -0.046
C -2.188 -0.679 4.461 -0.186
C 2.963 -0.980 -6.345 -0.053
S -1.441 -0.490 -2.203 0.608
C 1.876 -0.809 -5.318 -0.274
C 3.480 1.552 -0.051 -0.066
O -2.704 -0.348 -2.875 -0.286
H 4.390 0.748 2.297 0.094
H 0.277 -1.313 2.627 0.093
H 3.199 -0.905 -3.636 0.108
N 1.750 -1.408 1.136 -0.131
C -0.516 1.334 3.569 -0.133
O -2.812 -0.333 0.881 -0.142
H 0.140 2.110 3.192 0.102
N 0.954 0.750 0.810 0.084
C 2.166 -0.814 -3.955 -0.038
H -4.486 -3.145 4.028 0.105
C 1.153 -0.707 -3.018 -0.059
C -3.382 3.628 -1.507 -0.052
H 3.276 -2.004 -0.179 0.085
C 2.531 -2.448 0.474 -0.042
Cl -3.204 -2.301 6.400 0.673
H 3.956 -0.959 2.136 0.083
C -2.681 2.546 -1.996 0.008
H -2.339 3.478 1.709 0.117
H 4.481 1.551 -0.482 0.093
C -3.817 -2.334 3.777 -0.128
H 2.931 -1.993 -6.751 0.085
C -0.163 -0.592 -3.441 -0.269
V -1.054 0.509 0.727 0.790
H 2.829 -0.290 -7.178 0.079
C -0.612 1.068 4.938 -0.067
H 3.416 2.393 0.653 0.093
C -3.254 4.004 -0.168 -0.069
N -1.750 2.210 0.190 -0.023
H -1.478 -0.192 6.446 0.086
H -0.033 1.665 5.630 0.103
H -1.508 -0.486 -5.090 0.113
H -3.796 4.849 0.231 0.101
H 1.868 -3.075 -0.128 0.099
H 3.950 -0.821 -5.914 0.073
H -4.032 4.193 -2.163 0.110
C 4.257 -0.074 1.583 -0.049
C 1.937 -0.097 0.842 -0.416
C 0.476 -1.841 1.695 -0.013
C -3.064 -1.741 4.760 -0.615
H 1.363 -0.713 -1.954 0.096
O -1.227 -1.636 -1.346 -0.313
H 0.319 -0.668 -6.780 0.115
C -2.088 -0.306 3.103 -0.159
C -3.760 -1.892 2.455 -0.588
```

frontier orbital gap (alpha / beta)	5.728 / 6.193	eV
HOMO energy (alpha / beta)	-5.56 / -6.01	eV
energy above the lowest of the compared OMol25 structures with the same formula, charge and spin	1.294	eV
electronic energy	-104067.8857	eV
spin multiplicity	2
F_max	2.23	eV/Å

=====

Record 2
Below is a molecular structure, C26H28Cl2N7O2SSiW, with properties calculated with wB97M-V/def2-TZVPD.

The geometry in XYZ format:
```
68
Properties=species:S:1:pos:R:3:lowdin_charge:R:1
S 1.088 -2.325 -1.412 0.666
H -5.139 -2.578 1.531 0.120
N -1.352 2.355 -2.254 0.073
H 1.462 6.732 1.780 0.124
H -3.391 -1.773 -4.555 0.113
H -3.534 -4.030 0.258 0.118
C 0.359 -6.051 -3.726 -0.164
H -0.309 -2.011 2.279 0.153
H -1.768 -3.521 -5.220 0.109
H 1.578 -4.769 -6.695 0.032
C -0.170 -2.208 -2.595 -0.772
H -2.441 1.487 2.159 0.147
H 2.967 -0.207 0.689 0.120
C 1.726 3.532 0.717 -0.073
C -2.462 -1.888 -4.025 -0.026
H 3.404 -4.417 -4.406 0.033
C 1.917 5.861 1.333 0.004
H 0.950 -6.820 -4.214 0.030
C 3.029 3.597 0.199 -0.042
O 1.332 1.344 -0.211 -0.271
N 0.672 -1.806 2.148 0.022
H -0.155 -4.594 -6.594 0.025
H 3.451 2.700 -0.230 0.086
H 2.877 -2.810 -3.949 0.023
C 2.846 -1.705 2.339 -0.024
N 1.072 -0.929 1.218 -0.138
Si 0.921 -4.331 -4.326 0.586
C 0.964 2.306 0.582 -0.371
H -4.425 -0.270 2.123 0.127
C -2.150 -1.047 -2.985 -0.106
Cl 3.503 2.424 -3.088 0.586
C -3.792 -0.927 1.547 0.009
H 0.476 -6.178 -2.654 0.025
H 1.522 2.109 -4.328 0.046
C -1.050 1.404 -1.676 -0.419
C -2.086 -2.487 0.079 -0.124
H -1.384 -3.110 -0.468 0.093
H -0.684 -6.239 -3.968 0.028
C -4.178 -2.200 1.222 -0.028
H 3.755 6.820 0.845 0.114
C 1.162 4.686 1.309 -0.250
N -0.169 2.171 1.250 0.074
W -0.089 -0.135 -0.636 1.368
Cl 1.503 0.336 -2.791 0.654
C 3.190 5.901 0.810 -0.050
C -1.995 0.797 1.460 -0.015
C 2.686 -3.869 -3.806 -0.198
H -0.489 3.847 1.763 0.074
N -1.701 -1.211 0.316 -0.057
C -0.358 -3.045 -3.699 -0.228
C -2.540 -0.445 1.115 -0.235
H 1.187 2.662 -2.640 0.018
H 2.884 -4.096 -2.765 0.000
C 2.395 -0.858 1.326 -0.133
H 3.855 -1.865 2.650 0.107
H -2.799 -0.230 -2.694 0.117
C 3.756 4.763 0.241 -0.076
N -1.024 -1.203 -2.270 -0.211
C 1.710 -2.295 2.844 -0.055
C -1.545 -2.874 -4.387 -0.048
O -0.064 4.728 1.833 0.084
H 0.866 -3.175 -6.562 0.036
H 1.580 -3.011 3.630 0.127
C 1.797 2.019 -3.278 -0.906
N -0.816 1.059 0.903 -0.170
H 4.757 4.796 -0.159 0.107
C 0.784 -4.202 -6.221 -0.171
C -3.284 -3.010 0.497 -0.020
```

frontier orbital gap (alpha / beta)	5.616 / 5.862	eV
HOMO energy (alpha / beta)	-10.18 / -10.61	eV
energy above the lowest of the compared OMol25 structures with the same formula, charge and spin	1.281	eV
electronic energy	-87521.9765	eV
total charge	+1
F_max	2.71	eV/Å

=====

Record 3
Below is a molecular structure, C26H28Cl3N4O2SSeTi, with properties calculated with wB97M-V/def2-TZVPD.

The geometry in XYZ format:
```
66
Properties=species:S:1:pos:R:3:lowdin_charge:R:1
H 2.512 -3.196 0.743 0.065
H 1.107 0.438 4.055 0.152
H 1.401 1.133 1.649 0.082
H 0.843 -0.804 -3.474 0.075
H -1.334 2.565 3.342 0.106
H -0.092 -2.036 3.977 0.129
C 4.748 2.868 0.069 -0.077
C 0.001 1.176 -3.453 -0.079
Cl 3.319 -0.599 -2.416 0.830
C -0.075 -0.227 -3.380 -0.239
H -2.829 3.143 2.577 0.121
N 0.597 -0.673 1.066 -0.110
C 5.653 2.177 -0.729 -0.636
Cl 2.266 3.320 1.058 0.801
Cl 7.293 2.658 -0.747 0.803
N 1.009 0.249 1.963 0.048
Se -1.579 1.043 -0.550 0.975
C -1.145 1.946 -3.648 -0.291
H -4.952 -2.271 5.149 0.127
H -1.381 2.866 1.584 0.061
C 3.418 2.488 0.077 -0.556
C 2.657 -3.609 -0.254 -0.200
C 0.201 -1.412 3.150 0.004
H -1.363 -1.958 -3.511 0.119
H 0.971 1.663 -3.432 0.131
H -4.411 -0.121 6.188 0.127
C -1.310 -0.877 -3.524 -0.080
Ti 0.547 -0.264 -1.017 0.882
H -3.254 1.842 -4.001 0.143
C -4.094 -0.303 5.171 -0.027
H 3.370 -3.028 -0.834 0.051
H 5.964 0.568 -2.131 0.129
O 1.683 1.056 -0.757 -0.281
H -1.903 3.914 -3.233 0.097
C -2.355 1.268 -3.809 -0.014
C 5.252 1.098 -1.515 -0.078
C -2.443 -0.121 -3.750 -0.046
C 3.923 0.739 -1.480 -0.521
C -3.410 0.684 4.491 0.024
H -3.400 -0.603 -3.902 0.131
C 0.800 -0.163 3.214 -0.014
H -3.190 1.637 4.950 0.127
H -4.300 -2.780 2.818 0.127
H 5.078 3.701 0.675 0.129
H -0.315 -2.556 1.310 0.118
C 1.530 -4.149 -2.699 -0.192
C -1.947 2.519 2.444 0.017
H -0.138 3.826 -3.354 0.089
H -2.996 -1.437 0.558 0.172
C 0.095 -1.685 1.796 -0.124
N -2.365 1.138 2.222 -0.043
C -1.073 3.440 -3.756 -0.010
C -3.352 -0.839 2.593 -0.169
H -1.136 3.743 -4.803 0.110
C -4.043 -1.835 3.276 0.018
N -2.847 -0.768 1.297 0.142
H 2.975 -4.650 -0.165 0.093
H 0.633 -4.139 -3.315 0.078
C -3.043 0.381 3.183 -0.152
H 1.898 -5.175 -2.621 0.093
C 2.993 1.422 -0.705 -0.374
H 2.306 -3.492 -3.089 0.069
S 1.068 -3.658 -1.054 1.027
C -4.404 -1.538 4.574 -0.030
O 0.632 -2.163 -1.218 -0.667
C -2.262 0.422 1.102 -0.613
```

frontier orbital gap	6.384	eV
HOMO energy	-16.47	eV
energy above the lowest of the compared OMol25 structures with the same formula, charge and spin	0.000	eV
electronic energy	-174313.9288	eV
total charge	+3
F_max	0.58	eV/Å